Computed, not measured: a molecular structure, C27H25F6IrN5O4S2Se2 at a distorted geometry, with the ωB97M-V functional and the def2-TZVPD basis.

Summary:
Net charge: +2
Spin multiplicity: 2
HOMO energy (spin up / spin down): -14.2 / -14.3 eV
F_max: 3.99 eV/A
Energy above the lowest of the compared OMol25 structures with the same formula, charge and spin: 148.7 kJ/mol

Geometry as XYZ:
```
72
Properties=species:S:1:pos:R:3:forces:R:3
Ir 0.628831 0.100462 0.114974 -3.5177 -1.8818 0.2034
Se -0.161412 2.229415 3.179059 0.1123 0.1373 0.2288
Se 1.866940 1.304885 2.589577 0.8695 0.5500 0.5146
C 1.187118 -0.402026 3.002200 -0.4493 -0.4199 -0.5171
C 1.480032 -1.071959 4.163037 -0.0808 -0.0429 -0.0024
C 0.875830 -2.306389 4.375461 0.0844 -0.0031 0.1359
C 0.013813 -2.799607 3.420523 -0.1755 -0.0012 0.0117
C -0.222830 -2.066915 2.269942 -0.0279 0.1492 -0.1467
N 0.339276 -0.873852 2.045487 1.2722 0.5618 0.3696
C -0.615814 2.735517 1.420544 -0.1103 -0.2979 -0.4592
C -1.270165 3.958219 1.344326 0.0226 -0.0331 0.0170
C -1.695487 4.450956 0.131017 -0.1304 0.2218 0.0557
C -1.447593 3.694083 -0.993845 0.0204 -0.0383 -0.1195
C -0.802629 2.487710 -0.857240 -0.2592 0.0916 0.3443
N -0.379446 1.968073 0.319893 0.2241 0.3427 0.0847
H 2.163863 -0.642897 4.881201 0.0099 0.0186 -0.0190
H 1.090146 -2.872424 5.272957 -0.0162 0.0139 -0.0108
H -0.468050 -3.759847 3.541433 -0.0116 0.0316 -0.0230
H -0.882341 -2.452622 1.511448 0.1884 -0.1905 -0.0640
H -1.414582 4.526386 2.252533 0.0181 -0.0027 0.0154
H -2.198837 5.406910 0.067638 0.0157 -0.0107 0.0124
H -1.743627 4.028386 -1.978295 -0.0022 -0.0661 -0.0120
H -0.642438 1.889054 -1.720017 -0.0514 -0.0518 -0.1323
C 2.722932 3.576820 -0.820913 -0.1052 -0.0064 -0.0916
C 2.609035 2.154785 -1.369867 0.2817 0.0855 0.0708
C 2.096894 2.047644 -2.761898 -0.1788 -0.1674 -0.0204
C 2.687141 2.777150 -3.764585 0.0399 0.0291 -0.0670
C 2.265459 2.652297 -5.083135 -0.0399 0.0526 -0.0059
C 1.160832 1.856528 -5.401838 0.0752 0.0094 -0.0706
C 0.490908 1.134827 -4.448385 0.0413 -0.1700 0.1438
C -0.866905 0.588554 -4.841642 -0.0028 0.2167 0.1678
C -1.968075 1.595098 -4.472129 0.0300 -0.0098 -0.0773
C 1.033742 1.125685 -3.097506 -0.0962 0.0242 -0.1942
N 0.497552 0.312584 -2.144262 1.4724 -0.2028 0.1504
C -0.050441 -0.878010 -2.492174 0.0229 0.2871 -0.0239
C -0.952523 -1.384091 -1.611941 -0.2859 -0.0896 -0.0145
C -1.877497 -2.454954 -1.661595 0.0991 -0.0291 0.0350
C -2.624051 -2.364196 -0.517257 -0.1097 0.0380 0.0204
C -2.111532 -1.272455 0.232058 -0.3635 0.6826 0.1274
N -1.125763 -0.661310 -0.411421 0.0262 -1.0581 -0.7361
H 2.930852 3.547387 0.248856 0.0153 -0.0027 0.0026
H 1.807970 4.151385 -0.984096 -0.0007 -0.0259 0.0333
H 3.543522 4.118470 -1.289225 -0.0117 0.0076 -0.0038
H 1.939148 1.562314 -0.756384 0.2679 0.2573 0.3156
H 3.579956 1.659489 -1.313901 0.0269 -0.0476 0.0034
H 3.511272 3.436758 -3.526721 0.0027 -0.0345 0.0004
H 2.760592 3.217162 -5.862825 0.0145 -0.0432 0.0044
H 0.799348 1.838869 -6.422436 -0.0167 0.0455 0.0243
H -1.113555 -0.360706 -4.383865 -0.0527 -0.0880 -0.1367
H -0.867468 0.429124 -5.918660 0.0261 -0.0169 -0.0085
H -2.120336 1.638001 -3.390092 -0.0073 0.0118 -0.0251
H -2.912138 1.304340 -4.931619 -0.0042 -0.0164 0.0599
H -1.716819 2.594676 -4.829874 -0.0100 -0.0140 0.0174
H 0.236890 -1.391932 -3.398415 0.0347 0.0989 -0.0498
H -1.976380 -3.170372 -2.464003 -0.0347 0.0660 0.0031
H -3.454928 -2.984390 -0.219681 -0.0066 0.0543 -0.0259
H -2.471905 -0.907393 1.184088 0.0779 -0.0697 0.0228
F 3.493456 -2.775548 2.502172 0.0416 0.0132 0.0405
C 3.126419 -3.335278 1.361799 -0.1807 -0.2092 -0.1683
F 4.049723 -4.153874 0.932653 0.0262 -0.0112 0.0369
F 1.985839 -3.994741 1.542497 -0.0042 -0.0510 0.0069
S 2.819836 -1.961650 0.123949 0.3555 0.4878 0.1533
O 2.931812 -0.697580 0.856227 0.3666 0.0478 -0.1345
O 1.384401 -2.053983 -0.320280 0.5120 0.9436 0.2874
N 3.945223 -2.246893 -0.866900 -0.3781 0.0314 -0.2137
S 4.201841 -1.174349 -2.052361 -0.2730 0.3626 -0.2569
O 5.019273 -0.075386 -1.648791 0.1402 -0.2706 0.0652
O 2.961097 -0.861686 -2.722838 0.1077 -0.1957 -0.0077
C 5.172289 -2.227824 -3.213568 -0.0686 -0.1761 0.1437
F 6.295322 -2.616254 -2.643795 0.0273 0.0143 -0.0297
F 4.444082 -3.283249 -3.552639 0.0386 0.0271 -0.0153
F 5.420922 -1.491404 -4.282884 0.0556 0.0333 -0.0469
```
Forces are in eV/Å.

Computed, not measured: a molecular structure, CH3O4S2 at a distorted geometry, with the ωB97M-V functional and the def2-TZVPD basis.

Summary:
Net charge: -1
HOMO energy: -4.0 eV
F_max: 6.05 eV/A
Energy above the lowest of the compared OMol25 structures with the same formula, charge and spin: 133.6 kJ/mol

Geometry as XYZ:
```
10
Properties=species:S:1:pos:R:3:forces:R:3
C 0.068034 -0.190076 -0.013632 1.3447 -3.0654 5.0448
O -2.721588 0.118087 1.496334 -0.5419 0.1940 -2.1072
O -2.289960 1.284215 -0.621380 0.7380 1.7293 -0.7224
O -4.432912 0.195099 -0.344008 1.2093 -0.1935 0.6369
O -2.280203 -1.229026 -0.781481 -1.8828 2.1759 0.6200
S -1.038254 -1.696720 0.077951 2.4167 -0.3702 0.8882
S -3.030892 0.290467 0.062388 -2.0316 -2.4295 0.8998
H -0.549205 0.565196 -0.182590 -2.2293 3.2375 -1.1959
H 0.801585 -0.353625 -0.694994 2.0812 -0.2037 -2.1933
H 0.579072 0.099324 1.022224 -1.1044 -1.0745 -1.8708
```
Forces are in eV/Å.

Computed, not measured: a molecular structure, C36H33N7O3SY at a distorted geometry, with the ωB97M-V functional and the def2-TZVPD basis.

Summary:
Net charge: +1
HOMO energy: -9.9 eV
F_max: 1.19 eV/A
Energy above the lowest of the compared OMol25 structures with the same formula, charge and spin: 0.0 kJ/mol

Geometry as XYZ:
```
81
Properties=species:S:1:pos:R:3:forces:R:3
Y -0.270280 0.037987 0.001596 0.9148 0.4907 -0.5716
C 1.481520 -2.040313 2.408600 0.0456 -0.1041 -0.1316
C 0.919861 -0.821523 3.065122 -0.0635 0.0441 0.0934
C 0.665506 -0.789380 4.435216 0.0278 0.0252 -0.1174
C 0.162129 0.360872 5.005284 -0.0006 -0.0025 -0.0334
C -0.015055 1.490441 4.218413 0.1298 -0.2205 -0.1240
C 0.285693 1.397388 2.870937 -0.1313 0.3390 0.0513
N 0.681799 0.246285 2.295926 -0.0873 0.1744 -0.0038
C 0.168936 2.586082 1.972066 0.0082 0.1240 0.1590
C 0.163218 3.891792 2.453839 -0.0299 -0.1225 -0.0956
C -0.011622 4.922868 1.550109 0.0067 -0.0519 0.0180
C -0.174372 4.639801 0.203625 0.0624 -0.1855 -0.0406
C -0.115093 3.313196 -0.211690 -0.0591 0.1359 -0.0020
N 0.069903 2.334116 0.672442 -0.1276 0.0335 -0.1333
C -0.349445 2.910742 -1.637442 -0.0827 0.2862 0.0378
C -0.348831 3.858564 -2.653159 0.0508 -0.1586 0.0454
C -0.695809 3.468186 -3.938205 -0.0009 -0.0632 0.0779
C -1.058095 2.155972 -4.166739 0.0167 -0.0557 0.1365
C -1.026647 1.249392 -3.108226 0.0160 0.0310 -0.2346
C -1.422328 -0.180882 -3.292581 -0.0111 -0.1193 -0.0544
N -0.649977 1.621945 -1.883705 0.1037 0.2456 0.3419
H 2.388514 -2.354472 2.926100 -0.0034 -0.0108 0.0161
H 1.748184 -1.833961 1.369030 -0.0125 -0.0136 0.0638
H 0.774034 -2.870404 2.427736 0.0077 0.0101 0.0071
H 0.852887 -1.670471 5.030272 0.0161 -0.0581 0.0338
H -0.077791 0.386918 6.057993 -0.0215 0.0133 0.0640
H -0.399357 2.402774 4.641969 -0.0271 0.0853 0.0211
H 0.286781 4.095158 3.505426 0.0021 0.0236 0.0423
H -0.037537 5.947179 1.893494 -0.0030 0.0308 0.0143
H -0.358593 5.438363 -0.496598 -0.0099 0.0369 -0.0174
H -0.084484 4.883912 -2.451220 0.0126 0.0379 0.0043
H -0.702453 4.188339 -4.744560 0.0014 0.0247 -0.0176
H -1.368172 1.820275 -5.144856 -0.0124 -0.0018 -0.0396
H -1.857717 -0.334797 -4.277564 0.0224 -0.0445 0.0046
H -2.165874 -0.475774 -2.546550 0.0231 0.0393 -0.0100
H -0.559686 -0.841829 -3.173403 -0.0569 0.0281 -0.0253
C -4.018823 3.091687 0.848140 -0.0025 -0.0242 -0.0720
O -3.212323 2.882261 2.003456 0.0317 -0.1780 0.1677
C -3.281164 1.606381 2.520380 0.1294 -0.1572 -0.0606
C -3.805528 1.413984 3.778994 0.0207 0.1424 -0.1172
C -3.814949 0.150887 4.368990 0.0139 -0.1605 0.0266
C -3.288648 -0.920569 3.684466 -0.0255 0.1188 -0.0016
C -2.717588 -0.758030 2.412695 0.0029 0.0101 0.0771
C -2.123366 -1.926196 1.787045 0.0698 -0.0177 -0.1318
N -1.282440 -1.871603 0.814309 -0.1725 -0.3758 0.2836
N -0.809087 -3.093588 0.332720 -0.0831 0.1300 0.0054
C 0.020727 -2.902880 -0.653647 0.1332 -0.3804 -0.0718
O 0.376512 -1.748257 -1.146466 -0.2403 -0.1715 0.1475
C 0.634180 -4.121382 -1.253936 -0.0809 0.0482 0.0053
C 1.112211 -4.074770 -2.559251 -0.0209 -0.0016 0.0593
C 1.672328 -5.200544 -3.140183 0.0198 0.0165 -0.0552
C 1.772259 -6.377057 -2.414684 0.0107 -0.0504 0.0144
C 1.298654 -6.429555 -1.111377 0.0029 -0.0116 0.0037
C 0.723937 -5.310365 -0.533881 -0.0014 0.0588 -0.0265
C -2.719158 0.519882 1.798138 -0.0948 0.0388 0.0779
O -2.199815 0.727539 0.613222 -0.1603 -0.0452 0.0172
H -4.003190 4.162929 0.656196 -0.0023 -0.0191 -0.0405
H -5.047841 2.775676 1.041352 0.0240 0.0209 -0.0379
H -3.615278 2.542016 -0.005836 -0.0832 0.0517 0.0248
H -4.211402 2.272403 4.297288 -0.0171 0.0418 0.0291
H -4.243659 0.016345 5.350393 -0.0257 -0.0091 0.0581
H -3.296307 -1.906380 4.129097 -0.0035 -0.0795 0.0356
H -2.377585 -2.911938 2.180709 -0.0480 0.0407 -0.0103
H 1.024578 -3.153171 -3.115705 -0.0066 0.0776 -0.0420
H 2.026035 -5.164597 -4.161919 0.0085 0.0050 -0.0304
H 2.212714 -7.255019 -2.865843 0.0192 -0.0363 -0.0166
H 1.374293 -7.347782 -0.545947 -0.0012 -0.0318 0.0189
H 0.337210 -5.344968 0.473699 -0.0182 0.0036 0.0452
C 3.670838 -1.737083 -2.060064 0.0129 -0.0897 0.1572
N 3.703644 -0.386222 -2.581194 -0.0993 0.3724 0.0085
C 4.240018 -0.025527 -3.798628 0.0726 0.2772 -0.2414
C 4.139347 1.317265 -3.909627 0.1082 -0.2378 -0.1796
N 3.538941 1.757603 -2.753775 -0.0660 -0.2467 0.1733
C 3.277671 0.714888 -1.932291 -0.1420 0.0044 0.2325
S 2.622479 0.845058 -0.371032 -0.0603 -0.0118 0.0780
H 4.654021 -2.005556 -1.672635 -0.0615 -0.0293 0.0297
H 3.387672 -2.414558 -2.859229 0.0066 -0.0701 -0.0033
H 2.922722 -1.778288 -1.272806 0.0263 -0.0565 -0.0292
H 4.644631 -0.757623 -4.470522 0.0349 -0.0224 -0.0835
H 4.437659 1.984904 -4.693114 0.0417 0.0234 -0.0953
H 3.343122 2.707060 -2.486390 0.0004 -0.0150 -0.0106
```
Forces are in eV/Å.

Computed, not measured: a molecular structure, C4H7NO, with the ωB97M-V functional and the def2-TZVPD basis.

Summary:
HOMO energy: -7.9 eV
F_max: 0.51 eV/A
Energy above the lowest of the compared OMol25 structures with the same formula, charge and spin: 607.8 kJ/mol

Geometry as XYZ:
```
13
Properties=species:S:1:pos:R:3:forces:R:3
O -0.943994 1.643076 0.821353 0.0250 -0.1486 0.2179
C 0.198693 1.350054 0.187733 -0.1052 -0.4403 -0.2259
C 1.007878 0.151760 0.711035 0.0970 0.0052 0.0906
N 0.826964 -0.875274 -0.323754 0.1074 -0.0447 0.0784
C -0.605260 -1.199092 -0.397097 -0.1358 -0.1568 0.0457
C -0.081764 -0.123596 -1.221444 -0.0411 0.0030 -0.1240
H -1.211231 0.919076 1.420788 0.0340 0.2023 -0.1113
H 0.114693 1.263566 -0.994718 0.1315 0.4148 0.1045
H 0.641478 -0.210276 1.686803 0.0332 0.1284 -0.1650
H 2.070819 0.392448 0.823674 -0.2027 0.0387 0.0087
H -1.244439 -0.983471 0.466833 0.1263 -0.0408 -0.1754
H -0.802437 -2.152602 -0.876704 -0.0428 0.0741 0.0820
H 0.028600 -0.175669 -2.304501 -0.0269 -0.0354 0.1738
```
Forces are in eV/Å.